{"formula": "C3H8S2", "method": "the ωB97M-V functional and the def2-TZVPD basis", "elements": ["C", "C", "C", "S", "S", "H", "H", "H", "H", "H", "H", "H", "H"], "xyz": [[0.8938, -0.5897, -0.2078], [1.5518, 0.7504, 0.1086], [-0.5389, -0.4034, 0.0528], [-1.5796, -1.6568, -0.2507], [-3.3114, 0.2363, 0.2341], [1.2785, -1.3722, 0.5369], [1.0674, -0.9369, -1.2100], [0.9870, 1.1539, 1.0116], [2.4825, 0.8313, 0.5755], [1.5344, 1.4471, -0.6572], [-0.7614, 0.6429, -0.2671], [-0.4746, -0.2854, 1.1228], [-3.1294, 0.1825, -1.0493]], "forces_ev_per_a": [[2.55, -1.39, 0.92], [-1.79, -0.31, 2.77], [1.99, 3.81, 1.90], [-4.52, -0.14, -0.37], [1.07, -2.70, 0.58], [-0.25, 0.79, -1.27], [0.45, -0.16, -0.55], [0.06, -0.02, -1.28], [2.13, -0.91, 0.05], [-0.35, 1.31, -1.61], [-0.52, -1.11, -0.49], [-0.63, 0.34, 0.69], [-0.18, 0.47, -1.35]], "mulliken_charge": [-0.36, -1.28, -0.61, -0.15, -0.26, 0.25, 0.41, 0.31, 0.39, 0.34, 0.42, 0.38, 0.18], "homo_ev": -9.1, "e_tot_ev": -24908.4470, "max_force_ev_per_a": 4.70, "smiles": "CCCSS", "total_charge": 0}